Entry w
Below is C3H6N4O as an isolated structure, with properties calculated with ωB97M-V/def2-TZVPD.

E_LUMO = 0.02752 Eh
frontier orbital gap = 8.5 eV
HOMO level = -7.80 eV

Structure (XYZ):
```
14
C3H6N4O ωB97M-V/def2-TZVPD
C -0.85 -0.28 0.28
C 1.39 0.20 0.10
C 0.66 1.27 0.12
H -3.63 -0.72 -0.55
H -2.83 0.80 -0.58
H 0.44 -1.59 1.19
H 3.50 -0.02 0.02
H 2.75 -1.01 -0.95
H 1.15 2.31 0.24
N -3.06 0.05 -0.03
N -1.92 -0.75 0.09
N 0.35 -0.90 0.08
N 2.66 -0.49 -0.08
O -0.60 1.13 0.08
```

---

Entry x
Below is the molecule C3H6N4O, with properties calculated with ωB97M-V/def2-TZVPD.

E_LUMO = 0.02353 Eh
frontier orbital gap = 9.8 eV
HOMO level = -9.17 eV

Structure (XYZ):
```
14
C3H6N4O ωB97M-V/def2-TZVPD
C -1.44 -0.21 0.93
N -0.01 -0.09 0.86
C 0.78 -0.50 1.79
N 1.45 -1.01 2.56
C 0.68 1.00 -0.04
N 1.49 1.75 0.67
N 0.32 1.00 -1.21
O -0.64 0.16 -1.68
H -1.66 -0.74 1.89
H -1.91 0.83 1.06
H -1.82 -0.94 -0.02
H 2.06 2.37 0.17
H 1.85 1.22 1.50
H -0.54 0.15 -2.71
```

---

Last place for stability: entry w

---

Entry w
Below is C2H3FO2S as an isolated structure, with properties calculated with ωB97M-V/def2-TZVPD.

E_LUMO = -0.04164 Eh
frontier orbital gap = 8.9 eV
HOMO level = -10.03 eV

Structure (XYZ):
```
9
C2H3FO2S ωB97M-V/def2-TZVPD
C -0.14 -0.56 1.28
C -0.61 -0.34 0.03
O 0.09 2.00 -1.52
O 1.73 0.33 -0.66
F -0.66 -1.26 -0.93
S 0.72 0.71 -1.62
H -0.36 0.00 2.11
H 0.50 -1.35 1.54
H -1.27 0.47 -0.23
```

---

Entry x
Below is the molecule C2H3FO2S, with properties calculated with ωB97M-V/def2-TZVPD.

E_LUMO = 0.01813 Eh
frontier orbital gap = 11.3 eV
HOMO level = -10.83 eV

Structure (XYZ):
```
9
C2H3FO2S ωB97M-V/def2-TZVPD
O -2.40 1.08 0.87
S -1.86 0.09 0.00
O -2.67 -0.77 -0.81
C -0.15 0.18 -0.62
C -0.52 -0.80 0.67
F -0.20 -2.15 0.48
H 0.65 0.95 -0.40
H -0.33 -0.48 -1.44
H -0.08 -0.42 1.70
```

---

Last place for stability: entry x

---

Entry w
Below is a 2-piece molecular cluster, C19H19N2 overall, with properties calculated with ωB97M-V/def2-TZVPD.

charge = +1
E_LUMO = -0.19398 Eh
frontier orbital gap = 6.0 eV
HOMO level = -11.24 eV

Structure (XYZ):
```
40
C19H19N2 ωB97M-V/def2-TZVPD
C 0.36 0.16 -1.13
C 0.81 1.43 -1.60
C 0.16 2.09 -2.68
C 0.60 3.34 -3.11
C 1.68 3.98 -2.48
C 2.34 3.33 -1.42
C 1.91 2.08 -0.98
C 1.11 -0.71 -0.35
C 0.64 -1.94 0.08
C 1.28 -2.78 1.04
C 0.82 -4.11 1.26
C 1.44 -4.93 2.20
C 2.52 -4.46 2.96
C 2.99 -3.15 2.76
C 2.37 -2.32 1.83
H -0.67 -0.13 -1.37
H -0.69 1.60 -3.15
H 0.09 3.84 -3.94
H 2.02 4.97 -2.81
H 3.19 3.81 -0.92
H 2.38 1.61 -0.11
H 2.13 -0.40 -0.08
H -0.29 -2.31 -0.37
H -0.03 -4.47 0.68
H 1.07 -5.95 2.36
H 3.00 -5.11 3.70
H 3.83 -2.77 3.34
H 2.70 -1.28 1.71
C -3.82 1.13 -1.61
C -3.24 1.12 -0.25
N -2.07 0.68 0.16
C -2.01 0.88 1.53
C -3.20 1.45 1.95
N -3.96 1.59 0.81
H -3.08 0.73 -2.31
H -4.73 0.52 -1.64
H -4.09 2.16 -1.90
H -1.15 0.61 2.12
H -3.53 1.73 2.93
H -4.89 1.98 0.75
```

---

Entry x
Below is an isolated ion of composition C19H19N2 and charge +1, with properties calculated with ωB97M-V/def2-TZVPD.

charge = +1
E_LUMO = -0.09462 Eh
frontier orbital gap = 8.6 eV
HOMO level = -11.21 eV

Structure (XYZ):
```
40
C19H19N2 ωB97M-V/def2-TZVPD
C -1.67 -1.74 3.09
C -0.46 -1.77 2.26
N 0.45 -2.72 2.46
C 1.50 -2.57 1.57
C 1.22 -1.47 0.83
N -0.03 -1.01 1.24
C -0.64 0.21 0.71
C -0.24 0.35 -0.74
C -0.69 -0.46 -1.72
C -0.21 -0.41 -3.09
C -0.87 -1.21 -4.06
C -0.43 -1.26 -5.38
C 0.69 -0.50 -5.78
C 1.32 0.34 -4.84
C 0.88 0.39 -3.52
C -0.24 1.38 1.62
C -0.96 1.59 2.80
C -0.64 2.65 3.65
C 0.40 3.53 3.30
C 1.12 3.31 2.13
C 0.84 2.21 1.32
H -2.37 -0.96 2.76
H -2.16 -2.73 3.03
H -1.37 -1.57 4.13
H 0.39 -3.43 3.18
H 2.35 -3.23 1.54
H 1.80 -1.01 0.05
H -1.73 0.09 0.79
H 0.47 1.13 -0.98
H -1.49 -1.18 -1.51
H -1.75 -1.77 -3.75
H -0.97 -1.86 -6.11
H 1.01 -0.51 -6.82
H 2.15 0.98 -5.17
H 1.37 1.07 -2.81
H -1.81 0.94 3.03
H -1.21 2.80 4.57
H 0.64 4.36 3.96
H 1.91 4.00 1.84
H 1.44 2.04 0.42
```

---

Last place for stability: entry w

---

Entry w
Below is a 2-piece molecular cluster, C7H14N2 overall, with properties calculated with ωB97M-V/def2-TZVPD.

E_LUMO = 0.03187 Eh
frontier orbital gap = 9.5 eV
HOMO level = -8.67 eV

Structure (XYZ):
```
23
C7H14N2 ωB97M-V/def2-TZVPD
C -2.78 -0.66 -1.35
C -1.49 0.05 -1.40
C -1.31 1.41 -1.51
N 0.10 1.56 -1.79
C 0.53 0.31 -2.02
N -0.34 -0.63 -1.71
H -2.99 -1.05 -0.36
H -2.84 -1.46 -2.07
H -3.58 -0.03 -1.78
H -1.97 2.26 -1.52
H 0.40 2.47 -2.08
H 1.47 0.14 -2.53
C 0.44 0.57 2.03
C 1.45 -0.39 1.38
C 2.35 -1.45 2.04
H 0.34 0.52 3.12
H 0.69 1.64 1.89
H -0.53 0.65 1.55
H 1.83 0.22 0.58
H 0.74 -1.03 0.83
H 2.12 -2.45 1.68
H 2.00 -1.56 3.09
H 3.37 -1.11 1.93
```

---

Entry x
Below is a 2-piece molecular cluster, C7H14N2 overall, with properties calculated with ωB97M-V/def2-TZVPD.

E_LUMO = 0.03150 Eh
frontier orbital gap = 9.5 eV
HOMO level = -8.64 eV

Structure (XYZ):
```
23
C7H14N2 ωB97M-V/def2-TZVPD
C 0.48 -3.05 -1.76
C 0.73 -1.65 -1.51
C -0.24 -0.69 -1.64
N 0.33 0.56 -1.19
C 1.58 0.16 -0.75
N 1.88 -1.11 -1.03
H -0.44 -3.34 -1.17
H 1.20 -3.61 -1.01
H 0.32 -3.39 -2.79
H -1.19 -0.74 -2.09
H 0.10 1.41 -1.55
H 2.51 0.70 -0.45
C -2.51 1.41 2.12
C -0.96 1.19 2.07
C -0.30 2.45 2.52
H -2.94 1.24 1.09
H -2.80 2.37 2.39
H -2.99 0.66 2.94
H -0.69 0.39 2.74
H -0.67 0.74 1.06
H 0.69 2.50 2.27
H -0.78 3.49 2.13
H -0.42 2.54 3.62
```

---

Entry y
Below is C7H14N2 as an isolated structure, with properties calculated with ωB97M-V/def2-TZVPD.

E_LUMO = 0.03958 Eh
frontier orbital gap = 9.6 eV
HOMO level = -8.50 eV

Structure (XYZ):
```
23
C7H14N2 ωB97M-V/def2-TZVPD
C -1.72 1.65 -1.24
C -1.19 1.10 0.05
C -0.55 2.16 0.94
C 0.14 0.45 -0.11
C 0.51 -0.89 0.71
C 1.82 -1.69 0.35
C 1.03 -2.72 -0.32
H -2.06 0.90 -1.96
H -2.57 2.21 -1.00
H -0.91 2.27 -1.75
H -2.06 0.35 0.31
H -0.55 1.83 2.06
H -0.77 3.22 0.76
H 1.49 1.68 0.81
H 0.36 0.10 -1.12
H 0.28 -0.68 1.70
H 2.51 -2.00 1.28
H 2.45 -1.03 -0.23
H 1.02 -2.82 -1.43
H 1.15 -3.70 0.06
H -0.86 -1.87 -0.47
N 0.67 1.68 0.26
N -0.20 -2.17 0.34
```

---

Entry z
Below is C7H14N2 as an isolated structure, with properties calculated with ωB97M-V/def2-TZVPD.

E_LUMO = 0.02673 Eh
frontier orbital gap = 8.0 eV
HOMO level = -7.28 eV

Structure (XYZ):
```
23
C7H14N2 ωB97M-V/def2-TZVPD
C -1.84 0.27 -1.40
N -2.92 -0.23 -0.58
C -0.37 0.60 1.11
C -0.98 1.54 1.57
H -2.85 0.17 0.36
H -2.87 -1.24 -0.49
H -1.94 1.35 -1.50
H -1.98 -0.15 -2.41
H -1.69 2.30 1.75
C 2.69 0.93 0.11
C 0.13 -1.83 0.82
C 1.54 0.02 -0.19
N 1.03 -0.18 -1.36
C 0.71 -0.42 0.98
H 1.57 0.17 -2.14
H -0.48 0.15 -1.44
H 1.31 -0.38 1.89
H 3.16 1.30 -0.81
H 3.45 0.40 0.70
H 2.35 1.77 0.72
H 0.93 -2.57 0.79
H -0.42 -1.91 -0.12
H -0.54 -2.06 1.64
```

---

Last place for stability: entry z